No. 1
58
Properties=species:S:1:pos:R:3:forces:R:3:nbo_charge:R:1 method="wB97M-V/def2-TZVPD" charge=0 smiles="COc1ccc(OC)c(NC(=O)CSc2nnc(Cc3cccn3C)n2-c2ccc(F)cc2)c1" spin_multiplicity=1
C -4.850100 -3.547526 0.467155 -0.1 -0.1 -0.1 -0.251
H -4.814718 -3.591609 -0.626386 0.0 0.0 0.0 0.175
O -3.843827 -2.711092 0.982464 0.2 0.2 0.1 -0.503
C -3.859476 -1.389478 0.634007 -0.1 0.3 -0.1 0.295
C -4.786866 -0.797289 -0.206672 0.0 -0.5 0.1 -0.310
C -4.698584 0.558349 -0.500172 0.2 0.4 0.1 -0.255
C -3.690130 1.336326 0.033215 -0.1 -0.2 0.0 0.250
C -2.740717 0.728017 0.877514 -0.1 -0.1 -0.1 0.200
C -2.834910 -0.613707 1.180447 -0.1 -0.2 0.0 -0.293
H -2.109503 -1.080173 1.824097 0.1 0.0 0.0 0.258
N -1.710953 1.553836 1.344378 -0.5 0.3 0.0 -0.622
C -0.483588 1.170664 1.750512 0.2 0.4 0.3 0.677
O -0.137087 0.033077 1.994519 0.0 -0.3 0.0 -0.618
C 0.494615 2.331380 1.871041 0.3 0.0 -0.3 -0.609
H 1.457130 1.971722 2.234772 -0.2 -0.1 0.0 0.245
H 0.114317 3.112379 2.527973 0.0 0.0 0.0 0.245
S 0.733715 3.129786 0.229749 -0.1 0.0 0.0 0.257
C 0.417788 1.742877 -0.791860 0.5 0.5 0.2 0.141
N -0.678153 1.520454 -1.456406 -0.3 0.9 0.4 -0.280
N -0.531529 0.359824 -2.103930 -0.1 -0.9 -0.7 -0.301
C 0.655047 -0.118213 -1.837922 0.2 0.1 0.0 0.368
N 1.317930 0.730207 -0.998737 -0.8 -0.1 -0.4 -0.396
C 2.616470 0.598580 -0.456926 0.6 0.0 0.3 0.100
C 3.697244 1.123989 -1.152427 -0.2 -0.1 0.2 -0.190
C 4.971636 0.998235 -0.631559 0.2 -0.1 0.1 -0.275
C 5.133905 0.348211 0.579178 -0.2 0.0 0.0 0.391
C 4.064415 -0.175481 1.284119 0.2 0.1 0.0 -0.232
C 2.792407 -0.052298 0.758432 0.0 0.2 -0.2 -0.186
H 1.938823 -0.452131 1.285459 -0.1 -0.1 0.0 0.268
H 4.230900 -0.677383 2.223263 0.0 -0.1 0.1 0.229
F 6.374999 0.225834 1.087848 -0.1 0.0 0.0 -0.321
H 5.829909 1.395513 -1.149230 0.1 0.0 0.0 0.233
H 3.537771 1.630181 -2.092841 0.0 0.0 -0.1 0.228
C 1.215906 -1.400444 -2.338591 0.0 -0.1 0.2 -0.482
C 1.513830 -2.328754 -1.204031 0.4 0.0 -0.4 0.127
C 2.729293 -2.726298 -0.701570 -0.2 -0.1 -0.3 -0.291
C 2.470952 -3.562594 0.398977 0.0 -0.1 0.1 -0.313
C 1.110499 -3.641109 0.527683 0.1 -0.2 0.4 -0.056
N 0.532206 -2.889221 -0.442373 0.2 0.1 0.0 -0.325
C -0.879588 -2.779472 -0.677844 -0.5 0.0 -0.2 -0.417
H -1.170484 -3.365748 -1.554892 0.0 0.0 0.0 0.195
H -1.419973 -3.152352 0.189690 0.0 0.0 0.0 0.227
H -1.168426 -1.741817 -0.848228 0.0 -0.1 0.0 0.232
H 0.513805 -4.173393 1.241689 -0.2 -0.1 0.1 0.210
H 3.200596 -4.044729 1.018404 0.1 -0.1 0.2 0.220
H 3.692293 -2.448392 -1.084916 0.2 0.1 -0.1 0.218
H 0.487033 -1.829760 -3.029372 0.1 0.1 -0.1 0.250
H 2.145299 -1.204404 -2.878984 -0.1 -0.1 0.0 0.244
H -1.832824 2.515068 1.042893 0.2 -0.1 0.0 0.431
O -3.524172 2.678219 -0.179761 0.1 -0.3 0.3 -0.516
C -4.185705 3.256055 -1.279673 -0.1 0.1 -0.2 -0.245
H -3.783758 4.264095 -1.368426 -0.1 -0.1 0.0 0.200
H -3.977534 2.699514 -2.197043 0.0 0.0 0.0 0.190
H -5.267030 3.312113 -1.115942 0.1 0.0 0.0 0.170
H -5.433088 0.991206 -1.160038 0.0 0.1 -0.1 0.220
H -5.587165 -1.366885 -0.650269 -0.1 -0.1 0.0 0.219
H -5.845998 -3.223660 0.785821 0.0 0.0 0.0 0.177
H -4.648460 -4.537440 0.873748 -0.1 0.0 -0.1 0.199

---

No. 2
29
Properties=species:S:1:pos:R:3:forces:R:3:nbo_charge:R:1 method="wB97M-V/def2-TZVPD" charge=+1 spin_multiplicity=1
N 1.865504 6.505864 -21.068087 -1.2 0.3 -0.5 -0.866
H 2.371791 5.683252 -21.363162 0.6 -0.7 0.9 0.472
H 2.215074 7.263118 -21.637711 -0.1 0.8 -0.3 0.464
H 1.722396 6.800018 -20.112527 1.5 -0.2 1.1 0.472
H 0.891391 6.312273 -21.251732 -0.8 -0.1 -1.2 0.454
O 4.838642 7.523270 -16.495216 -0.1 0.2 -0.2 -0.940
H 5.663610 7.386032 -16.029585 0.2 0.0 0.1 0.473
H 4.315116 6.748845 -16.289269 -0.2 -0.2 0.1 0.467
O 3.286089 9.346833 -23.543639 -0.1 -0.4 0.4 -0.958
H 3.578099 9.180029 -24.439817 0.2 0.0 -0.3 0.481
H 2.614112 10.022748 -23.632075 -0.1 0.3 0.0 0.478
O 3.158748 3.415387 -23.276376 -0.2 0.3 0.3 -0.963
H 3.996813 2.954951 -23.319631 0.3 -0.1 0.0 0.485
H 2.711108 3.175749 -24.087811 -0.1 0.0 -0.3 0.478
O -2.913559 8.431635 -24.310407 0.1 0.2 -0.1 -0.931
H -2.503170 8.169763 -23.486249 0.0 -0.1 0.2 0.463
H -3.310680 7.628247 -24.646675 -0.2 -0.2 -0.1 0.468
O -1.791886 5.357003 -22.114353 0.4 0.3 0.1 -0.963
H -1.939149 4.672328 -22.766852 0.0 -0.2 -0.2 0.481
H -2.396948 5.145223 -21.403514 -0.2 0.0 0.2 0.483
O 2.284284 3.822171 -17.773543 0.0 0.4 -0.2 -0.954
H 2.817459 3.090094 -17.463687 0.2 -0.2 0.1 0.480
H 1.455877 3.421252 -18.036700 -0.3 -0.2 0.0 0.474
O 0.786760 8.947048 -17.666611 0.0 -0.3 -0.4 -0.958
H 0.484375 8.624031 -16.817814 -0.1 -0.1 0.2 0.478
H 0.929853 9.883567 -17.529867 0.1 0.3 0.0 0.481
O 0.094239 1.149650 -20.581198 0.1 0.2 0.2 -0.940
H 0.561277 1.363368 -21.388936 0.2 0.0 -0.2 0.467
H -0.732595 0.767900 -20.875885 -0.2 -0.2 0.0 0.473

---

HOMO level, record by record: -7.86; -13.56 eV
Calculated total energy, record by record: -1926.51352; -668.40351 Ha
ΔE to the lowest compared entry with this formula, charge and spin, record by record: 0.0; 47.8 kcal per mole